[1]
{"formula": "C24H31Br48N2O5S4", "method": "ωB97M-V/def2-TZVPD", "species": ["O", "S", "O", "N", "S", "O", "O", "C", "C", "C", "S", "C", "S", "N", "C", "C", "O", "C", "C", "H", "H", "H", "H", "H", "H", "H", "H", "H", "H", "H", "H", "H", "H", "H", "C", "Br", "Br", "Br", "H", "C", "Br", "Br", "Br", "H", "C", "Br", "Br", "Br", "H", "C", "Br", "Br", "Br", "H", "C", "Br", "Br", "Br", "H", "C", "Br", "Br", "Br", "H", "C", "Br", "Br", "Br", "H", "C", "Br", "Br", "Br", "H", "C", "Br", "Br", "Br", "H", "C", "Br", "Br", "Br", "H", "C", "Br", "Br", "Br", "H", "C", "Br", "Br", "Br", "H", "C", "Br", "Br", "Br", "H", "C", "Br", "Br", "Br", "H", "C", "Br", "Br", "Br", "H", "C", "Br", "Br", "Br", "H"], "positions_angstrom": [[3.5599, -1.8366, 1.4557], [4.5730, -2.1725, 0.3912], [5.9524, -2.1679, 1.0245], [4.2554, -3.7113, -0.2570], [3.8707, -3.6314, -1.9213], [5.0378, -3.3727, -2.8282], [3.2801, -4.9809, -2.2810], [2.4710, -2.4175, -2.2162], [2.9632, -0.9922, -2.7271], [2.4027, 0.2227, -1.8035], [0.5875, 0.0399, -1.5739], [0.2799, 0.2723, 0.2269], [1.3347, 1.2397, 1.1281], [-0.8327, -0.3011, 0.9538], [-0.4035, -1.3174, 1.9465], [0.3764, -2.5242, 1.2629], [-0.0504, -2.8429, -0.0733], [-1.4145, -2.4825, -0.3234], [-1.8072, -0.9851, 0.0832], [4.5777, -1.1623, -0.5593], [2.0005, -2.2864, -1.1844], [1.7463, -2.9107, -2.9676], [2.6883, -0.8836, -3.8151], [4.0972, -0.9337, -2.6135], [2.9002, 0.2410, -0.7850], [2.6811, 1.1745, -2.3647], [0.3021, -0.8563, 2.7121], [-1.3089, -1.7341, 2.5035], [1.4683, -2.1961, 1.1766], [0.3902, -3.4146, 1.9727], [-1.5531, -2.5556, -1.4528], [-2.1766, -3.2001, 0.1185], [-2.0785, -0.3652, -0.8248], [-2.7751, -1.0595, 0.6888], [-5.1270, -0.4752, -4.1037], [-6.2327, -1.9286, -4.7526], [-5.7927, 0.2600, -2.4400], [-3.2629, -0.9985, -3.9476], [-5.1785, 0.3182, -4.8443], [7.6399, -2.7833, 1.6610], [7.5586, -3.3126, 3.5244], [7.7649, -0.8613, 1.4652], [9.0625, -3.6972, 0.7146], [6.7027, -3.0891, 1.2007], [5.4792, 3.3760, -3.4361], [3.6738, 4.0390, -3.6775], [5.4980, 1.4907, -2.9941], [6.6020, 3.7683, -4.9664], [5.9020, 3.9064, -2.5872], [4.4650, -0.9225, 5.5927], [3.9437, -1.0751, 3.7359], [3.1615, 0.0695, 6.6296], [4.8418, -2.6546, 6.3802], [5.3908, -0.3536, 5.6174], [6.1543, 2.9738, 1.6775], [4.3182, 2.8743, 1.0814], [7.0326, 4.5965, 1.0798], [6.2881, 2.7357, 3.5931], [6.6806, 2.1403, 1.2194], [-9.3268, 1.8778, -4.5864], [-7.6907, 1.5172, -5.5593], [-10.4915, 0.3298, -4.5414], [-8.9722, 2.5659, -2.8100], [-9.8538, 2.6573, -5.1299], [-7.8031, 3.0790, -9.6895], [-9.0076, 1.6027, -10.0430], [-8.5109, 4.2760, -8.3408], [-6.0219, 2.4625, -9.2422], [-7.7207, 3.6501, -10.6103], [-12.0681, 2.4495, -12.6582], [-13.9087, 2.9928, -12.3905], [-11.9181, 1.0392, -13.9782], [-10.9283, 3.9571, -13.0841], [-11.7157, 2.0415, -11.7145], [-0.2526, -4.3212, -5.4427], [-0.0641, -2.7065, -4.3882], [-0.8817, -3.9400, -7.2371], [1.3810, -5.3597, -5.4536], [-1.0140, -4.9284, -4.9608], [-4.2724, 3.5388, 0.1360], [-3.0140, 2.6093, 1.2667], [-3.5644, 3.7685, -1.6539], [-5.9972, 2.6595, 0.0994], [-4.4198, 4.5321, 0.5504], [2.1211, 6.6244, 1.4055], [3.5402, 6.2100, 0.1540], [0.8622, 5.1618, 1.5616], [2.8028, 7.1581, 3.1397], [1.5838, 7.4775, 0.9986], [-1.7634, 4.3146, 5.1503], [-1.0077, 2.8016, 4.2082], [-3.5961, 3.9848, 5.6887], [-0.6581, 4.8551, 6.6475], [-1.7820, 5.1470, 4.4518], [1.3890, -3.4860, 8.2773], [0.3022, -1.9980, 8.8750], [2.1044, -4.4969, 9.7700], [0.4328, -4.6176, 7.0291], [2.2376, -3.0654, 7.7421], [2.7394, -8.2037, 10.5910], [1.4463, -9.0941, 9.4568], [2.1613, -8.1537, 12.4400], [4.5072, -8.9757, 10.4094], [2.8049, -7.1741, 10.2498], [-3.3175, -6.6011, 7.4641], [-4.5832, -7.8694, 6.7249], [-1.8197, -7.4907, 8.3116], [-2.7303, -5.3131, 6.1414], [-3.8393, -6.0459, 8.2387], [4.1422, 10.5318, 0.9578], [3.0250, 10.6039, 2.5390], [5.7091, 9.4259, 1.2340], [3.1375, 9.9831, -0.6063], [4.4945, 11.5421, 0.7707]], "charge": -1, "gap_ev": 6.572, "e_lumo_ev": 0.38, "e_homo_ev": -6.2}


[2]
{"formula": "C7H4IrNO2S3", "method": "ωB97M-V/def2-TZVPD", "species": ["Ir", "S", "C", "S", "S", "O", "C", "O", "C", "C", "C", "C", "C", "N", "H", "H", "H", "H"], "positions_angstrom": [[1.8370, 0.7897, -0.9151], [1.4511, 4.2974, 1.9311], [1.7281, 3.1288, 0.8525], [1.2499, 3.0153, -0.8189], [2.5094, 1.5775, 1.0890], [0.8575, -2.9092, -2.1710], [0.9876, -1.8202, -1.6806], [1.9704, -0.9756, -1.9035], [-0.0398, -1.2774, -0.7089], [-1.0921, -2.0179, -0.2242], [-1.9916, -1.4143, 0.6407], [-1.8165, -0.0812, 0.9723], [-0.7362, 0.6140, 0.4638], [0.1386, 0.0117, -0.3577], [-1.1749, -3.0473, -0.5428], [-2.8202, -1.9760, 1.0503], [-2.5022, 0.4319, 1.6306], [-0.5560, 1.6527, 0.6923]], "relative_energy_kj_mol": 0.0, "gap_ev": 7.212, "e_lumo_ev": -1.55, "e_homo_ev": -8.8}


[3]
{"formula": "C4H6O2S", "method": "ωB97M-V/def2-TZVPD", "species": ["C", "C", "C", "C", "O", "O", "S", "H", "H", "H", "H", "H", "H"], "positions_angstrom": [[-0.1480, 0.4481, 0.7223], [-0.8200, -0.2232, -0.0211], [0.7553, 1.2558, 1.5730], [-1.7636, -0.9176, -0.8120], [2.2150, 0.6905, -1.0342], [1.8919, -1.6846, -1.1146], [1.3692, -0.4023, -1.4361], [0.8994, 0.7960, 2.4917], [0.0896, 2.0321, 1.8556], [1.6508, 1.3308, 0.9164], [-1.2774, -0.9770, -1.8307], [-2.7921, -0.3951, -0.7520], [-2.0702, -1.9534, -0.5584]], "relative_energy_kj_mol": 251.1, "gap_ev": 9.796, "e_lumo_ev": -0.20, "e_homo_ev": -10.0}


[4]
{"formula": "C4H11N2", "method": "ωB97M-V/def2-TZVPD", "species": ["C", "C", "C", "C", "N", "N", "H", "H", "H", "H", "H", "H", "H", "H", "H", "H", "H"], "positions_angstrom": [[-1.5875, -0.2067, 0.2021], [1.3072, 0.0618, -1.0277], [-1.8927, 1.1786, -0.2066], [0.1828, -1.8220, 0.3753], [-0.2857, -0.5824, -0.0782], [1.9900, 0.7754, 0.1750], [-2.2662, -0.9024, 0.5695], [0.9387, 0.9934, -1.5935], [-2.8801, 1.2482, -0.5472], [-1.2688, 1.4435, -0.9860], [-1.7685, 1.6980, 0.7173], [-0.4837, -2.3490, 1.0269], [0.2156, -2.3791, -0.5927], [1.1750, -1.7958, 0.6087], [1.7274, 0.1187, 0.9841], [1.7935, 1.7400, 0.3083], [3.1030, 0.7798, 0.0648]], "relative_energy_kj_mol": 582.2, "charge": 1, "gap_ev": 9.550, "e_lumo_ev": -3.88, "e_homo_ev": -13.4}


[5]
{"formula": "CCl4OS", "method": "ωB97M-V/def2-TZVPD", "species": ["C", "O", "S", "Cl", "Cl", "Cl", "Cl"], "positions_angstrom": [[0.1533, -1.3206, -0.0136], [-0.8456, 0.8534, 1.6206], [-0.2965, 0.4960, 0.3258], [0.5311, -1.6277, -1.5483], [1.6868, -1.3986, 1.0826], [0.6699, 2.2544, -0.6279], [-1.8989, 0.7430, -0.8392]], "relative_energy_kj_mol": 339.5, "gap_ev": [7.342, 7.344], "e_lumo_ev": [-2.27, -2.27], "e_homo_ev": [-9.6, -9.6], "smiles": "O=S(Cl)(Cl)=C(Cl)Cl"}


[6]
{"formula": "C3H11NO", "method": "ωB97M-V/def2-TZVPD", "species": ["C", "C", "H", "H", "H", "H", "H", "H", "N", "C", "O", "H", "H", "H", "H", "H"], "positions_angstrom": [[-2.0300, 0.3196, 0.2922], [-1.7241, -0.4743, 1.5616], [-2.7469, 1.1224, 0.4889], [-1.1360, 0.7886, -0.1190], [-2.4954, -0.2220, -0.5264], [-1.1547, -1.3691, 1.3235], [-2.6735, -0.8345, 1.9519], [-1.1840, 0.1291, 2.2815], [1.3283, -0.3367, -1.7527], [1.6848, 0.1079, -0.4393], [3.0750, 0.1505, -0.1715], [1.6336, -1.2595, -1.9829], [1.5024, 0.3579, -2.4475], [1.2281, -0.5778, 0.2757], [1.2842, 1.1014, -0.2333], [3.4083, 0.9966, -0.5029]], "relative_energy_kj_mol": 63.2, "gap_ev": 10.484, "e_lumo_ev": 0.87, "e_homo_ev": -9.6, "smiles": "NCO.CC"}


no.,E (Eh)
1,-126563.8505
2,-1773.2928
3,-704.5839
4,-268.0831
5,-2352.1581
6,-250.8726